1.
58
Properties=species:S:1:pos:R:3 method="wB97M-V/def2-TZVPD" multiplicity=1 gap_ev=9.44 smiles="CNC[C@H]1C[C@H](CCCF)NC1=O.CCOC(=O)C(F)(F)F.CCOC(=O)C(F)(F)F"
C 1.429 -2.731 -1.234
N 1.591 -1.300 -1.006
C 0.392 -0.581 -0.607
C -0.745 -0.409 -1.629
C -0.399 0.274 -2.964
C -0.119 -0.918 -3.886
C -0.205 -0.663 -5.381
C 0.919 0.218 -5.960
C 2.281 -0.027 -5.339
F 3.253 0.672 -6.055
N -1.091 -1.937 -3.440
C -1.422 -1.693 -2.102
O -2.165 -2.391 -1.454
H 1.138 -3.000 -2.260
H 0.651 -3.116 -0.566
H 2.356 -3.264 -0.998
H 2.051 -0.846 -1.785
H -0.026 -1.105 0.261
H 0.693 0.420 -0.282
H -1.527 0.147 -1.097
H -1.312 0.764 -3.330
H 0.411 1.007 -2.903
H 0.863 -1.319 -3.606
H -0.234 -1.620 -5.912
H -1.165 -0.161 -5.567
H 0.661 1.279 -5.874
H 1.013 0.005 -7.031
H 2.544 -1.093 -5.364
H 2.333 0.317 -4.300
H -1.905 -2.055 -4.033
C 1.953 1.143 5.170
C 2.769 0.937 3.917
O 2.059 1.415 2.750
C 2.129 2.714 2.514
O 2.723 3.544 3.133
C 1.330 3.039 1.232
F 0.143 2.423 1.220
F 2.027 2.613 0.163
F 1.132 4.344 1.114
H 0.980 0.662 5.074
H 2.475 0.705 6.021
H 1.798 2.202 5.369
H 2.934 -0.118 3.715
H 3.732 1.443 3.971
C -2.628 -0.827 1.631
C -3.777 -0.429 2.530
O -3.420 -0.489 3.932
C -2.745 0.539 4.413
O -2.394 1.523 3.833
C -2.481 0.319 5.921
F -2.043 -0.920 6.166
F -3.615 0.508 6.608
F -1.573 1.182 6.364
H -2.266 -1.822 1.887
H -2.968 -0.854 0.596
H -1.800 -0.121 1.714
H -4.608 -1.125 2.438
H -4.131 0.578 2.310

---

2.
14
Properties=species:S:1:pos:R:3 method="wB97M-V/def2-TZVPD" multiplicity=1 gap_ev=8.82 relative_energy_kj_mol=78.6 smiles="C/C=C/O.SS"
C -0.934 1.881 -0.472
C 0.244 1.669 0.428
C 0.829 0.492 0.591
O 1.884 0.329 1.455
H -0.698 2.594 -1.262
H -1.241 0.947 -0.940
H -1.785 2.274 0.086
H 0.651 2.506 0.985
H 0.495 -0.405 0.081
H 2.284 -0.525 1.286
S -0.414 -3.735 0.266
S 0.112 -2.903 -1.564
H -0.304 -2.614 1.001
H -1.123 -2.512 -1.940

---

3.
60
Properties=species:S:1:pos:R:3 method="wB97M-V/def2-TZVPD" multiplicity=1 gap_ev=7.44 relative_energy_kj_mol=0.0 charge=-2
Mg 0.417 -1.239 -0.476
O -0.396 1.076 -0.073
S -1.625 0.360 -0.466
O -2.862 1.075 -0.289
O -1.561 -0.944 0.268
O -1.436 -0.084 -1.922
F 2.061 -3.469 -4.442
C 1.625 -3.225 -3.198
F 1.636 -4.393 -2.538
F 2.505 -2.439 -2.583
S -0.152 -2.629 -3.205
O -0.415 -2.674 -1.772
O -0.699 -3.687 -4.005
N -0.354 -1.251 -3.868
S 0.199 0.152 -3.186
O -0.378 1.433 -3.478
O 1.113 -0.136 -2.061
C 1.529 0.340 -4.494
F 2.293 1.409 -4.203
F 2.359 -0.700 -4.625
F 0.995 0.561 -5.704
C 0.050 -3.324 2.043
O 1.370 -2.833 2.158
C 1.798 -1.969 1.135
O 2.924 -1.546 1.307
H 0.048 -4.384 2.307
H -0.344 -3.229 1.028
H -0.623 -2.783 2.713
C 1.537 -0.253 7.399
C 0.486 0.628 7.190
C 0.021 0.871 5.903
C 0.601 0.235 4.809
C 1.646 -0.664 5.028
C 2.115 -0.898 6.313
As 0.027 0.452 2.930
C 1.353 1.822 2.517
C 2.673 1.613 2.151
C 3.482 2.710 1.885
C 2.972 3.999 1.974
C 1.645 4.206 2.323
C 0.827 3.115 2.594
C -0.604 3.178 2.946
C -1.370 4.334 3.046
C -2.720 4.243 3.352
C -3.319 3.005 3.544
C -2.561 1.845 3.438
C -1.207 1.933 3.161
H 1.903 -0.441 8.401
H 0.025 1.135 8.031
H -0.793 1.570 5.749
H 2.087 -1.194 4.188
H 2.931 -1.596 6.462
H 3.059 0.607 2.041
H 4.511 2.556 1.583
H 3.607 4.849 1.751
H 1.249 5.213 2.367
H -0.924 5.305 2.869
H -3.317 5.146 3.416
H -4.381 2.940 3.745
H -3.035 0.876 3.543

---

4.
95
Properties=species:S:1:pos:R:3 method="wB97M-V/def2-TZVPD" multiplicity=1 gap_ev=6.93 relative_energy_kj_mol=225.5 charge=-1
Sn 1.259 -0.999 0.491
O 3.446 -1.586 4.069
C 2.962 -1.617 2.952
O 1.753 -1.243 2.663
C 3.810 -2.164 1.749
O 4.932 -2.587 1.960
O 3.203 -2.147 0.614
O -4.773 -0.586 -2.850
P -4.005 0.010 -1.583
O -4.926 0.126 -0.414
O -2.665 -0.583 -1.481
O -3.817 1.624 -2.150
P -3.338 2.727 -1.121
O -4.405 2.727 0.026
O -2.966 4.030 -1.655
O -2.032 1.989 -0.398
H -5.724 -0.482 -2.721
H -4.699 1.756 0.125
C 3.806 6.199 -1.675
C 3.209 4.913 -1.165
C 3.996 3.919 -0.600
C 3.450 2.779 -0.049
C 4.294 1.649 0.443
O 4.024 0.510 0.128
C 5.487 1.936 1.302
C 5.773 3.195 1.828
C 6.894 3.379 2.623
C 7.712 2.305 2.937
C 7.409 1.040 2.452
C 6.311 0.858 1.630
C 2.033 2.553 0.006
O 1.583 1.565 0.656
C 1.238 3.540 -0.756
C 1.855 4.672 -1.282
C -0.119 3.133 -1.120
N -0.930 2.766 -0.167
C -0.959 3.342 1.182
C -1.387 2.343 2.241
Te -1.171 3.253 4.180
C 0.838 2.595 4.448
C 1.101 1.232 4.481
C 2.397 0.779 4.676
C 3.430 1.690 4.842
C 3.170 3.052 4.792
C 1.875 3.507 4.597
C -0.361 2.767 -2.528
C -0.672 1.456 -2.877
C -0.812 1.099 -4.208
C -0.633 2.041 -5.206
C -0.312 3.349 -4.865
C -0.171 3.710 -3.539
H 4.851 6.281 -1.380
H 3.263 7.057 -1.274
H 3.750 6.249 -2.765
H 5.074 4.026 -0.620
H 5.107 4.025 1.648
H 7.121 4.362 3.017
H 8.574 2.449 3.576
H 8.023 0.191 2.719
H 6.050 -0.120 1.248
H 1.233 5.419 -1.761
H -1.685 4.162 1.145
H 0.030 3.738 1.395
H -0.762 1.454 2.211
H -2.430 2.063 2.117
H 0.307 0.509 4.347
H 2.584 -0.286 4.693
H 4.438 1.334 5.012
H 3.979 3.764 4.899
H 1.675 4.571 4.560
H -0.796 0.698 -2.119
H -1.061 0.076 -4.453
H -0.745 1.762 -6.246
H -0.158 4.087 -5.642
H 0.054 4.733 -3.275
C 0.738 -5.755 -2.344
N 1.032 -6.136 -0.974
C 0.601 -7.489 -0.661
C 0.960 -5.166 0.001
S 0.186 -3.703 -0.290
N 1.495 -5.493 1.197
C 2.636 -6.389 1.297
C 1.322 -4.615 2.341
H 1.208 -6.481 -3.011
H 1.147 -4.768 -2.532
H -0.339 -5.723 -2.540
H -0.431 -7.640 -0.997
H 0.640 -7.669 0.408
H 1.239 -8.213 -1.173
H 2.935 -6.720 0.307
H 2.398 -7.258 1.916
H 3.467 -5.851 1.757
H 0.333 -4.167 2.314
H 2.061 -3.815 2.344
H 1.431 -5.206 3.251

---

5.
70
Properties=species:S:1:pos:R:3 method="wB97M-V/def2-TZVPD" multiplicity=1 gap_ev=9.49 relative_energy_kj_mol=0.0
C -16.159 16.885 -24.135
C -17.635 16.824 -23.719
C -18.477 16.234 -24.863
O -18.030 14.915 -25.132
C -18.286 14.537 -26.465
N -17.688 15.936 -22.522
H -15.639 17.628 -23.522
H -16.046 17.381 -25.113
H -15.644 15.931 -24.209
H -18.000 17.830 -23.511
H -18.370 16.901 -25.717
H -19.490 16.157 -24.453
H -19.364 14.485 -26.637
H -17.684 13.715 -26.850
H -17.934 15.269 -27.216
H -16.814 16.003 -21.988
H -17.360 15.062 -22.960
C -20.805 15.953 -28.854
C -22.247 16.177 -28.399
C -23.235 15.914 -29.533
O -24.528 16.223 -29.065
C -25.522 16.042 -30.051
N -22.542 15.264 -27.267
H -20.576 16.438 -29.803
H -20.567 14.890 -28.947
H -20.114 16.337 -28.104
H -22.319 17.173 -27.963
H -23.113 14.854 -29.788
H -22.981 16.516 -30.412
H -26.443 16.455 -29.636
H -25.691 15.012 -30.362
H -25.326 16.718 -30.890
H -23.571 15.243 -27.238
H -22.453 14.280 -27.548
O -16.979 18.776 -28.027
H -16.211 19.097 -27.511
H -17.733 18.972 -27.466
O -22.119 15.498 -24.366
H -22.040 15.452 -25.344
H -23.063 15.601 -24.203
O -13.883 14.059 -23.779
H -14.233 14.030 -22.866
H -13.014 14.466 -23.707
O -20.851 16.433 -22.060
H -21.368 16.051 -22.796
H -19.960 16.075 -22.189
O -15.368 14.198 -21.321
H -15.961 13.466 -21.543
H -14.950 13.931 -20.493
O -15.874 12.662 -25.323
H -15.013 12.937 -24.971
H -16.511 12.954 -24.662
O -13.472 19.509 -24.056
H -13.500 20.055 -23.261
H -13.101 18.669 -23.764
O -15.545 20.114 -26.077
H -15.522 21.066 -25.941
H -15.082 19.743 -25.306
O -18.942 14.788 -19.891
H -18.786 15.136 -19.007
H -18.298 15.241 -20.456
O -17.738 20.527 -21.542
H -18.246 19.991 -20.921
H -18.260 20.518 -22.352
O -20.513 11.934 -27.257
H -21.130 11.678 -27.951
H -19.850 11.234 -27.250
O -20.373 13.165 -23.769
H -20.898 13.917 -24.083
H -19.524 13.266 -24.215

---

6.
8
Properties=species:S:1:pos:R:3 method="wB97M-V/def2-TZVPD" multiplicity=5 s2=6.012 gap_ev="5.41 / 6.61" relative_energy_kj_mol=0.0 charge=+1
O -0.154 0.007 1.181
C 0.572 1.125 1.288
C 1.409 1.397 0.259
O 1.503 0.432 -0.760
C 0.786 -0.675 -0.673
Ho -1.741 -0.473 -0.684
H 0.889 1.410 2.298
H 2.324 1.974 0.365

---

7.
15
Properties=species:S:1:pos:R:3 method="wB97M-V/def2-TZVPD" multiplicity=1 gap_ev=10.00 relative_energy_kj_mol=354.8
H -0.824 1.167 -0.609
N -1.537 0.652 0.032
C -0.959 0.041 0.948
C -1.598 -0.975 1.825
H 0.189 0.058 0.981
H -1.495 -0.682 2.872
H -2.655 -1.065 1.582
H -1.101 -1.939 1.696
O 2.397 -0.498 -0.650
C 1.714 0.644 -0.519
N 0.901 1.148 -1.379
O 0.684 0.283 -2.488
H 2.057 -0.956 -1.437
H 2.125 1.330 0.208
H 0.102 0.792 -3.061

---

8.
20
Properties=species:S:1:pos:R:3 method="wB97M-V/def2-TZVPD" multiplicity=2 s2=0.752 gap_ev="5.02 / 6.43" relative_energy_kj_mol=0.0 charge=-1
C 1.977 -1.148 0.504
C 1.087 -2.077 -0.108
C 0.036 -2.379 0.824
C 0.295 -1.641 2.031
C 1.489 -0.869 1.826
Ce -0.411 0.123 0.136
N 0.751 1.642 -0.173
C 0.001 0.976 -2.516
C -0.286 -0.361 -2.487
H -0.792 -3.055 0.653
H 1.181 -2.487 -1.112
H -0.334 -1.628 2.929
H 1.964 -0.204 2.559
H 2.893 -0.744 0.057
H 0.484 -1.123 -2.638
H 1.010 1.353 -2.716
H 1.357 2.465 -0.032
H -1.329 -0.719 -2.454
H -0.811 1.716 -2.452
F -2.289 0.834 0.763